[1]
Molecular formula: C5H8O2
Method: DFT, wB97M-V/def2-TZVPD

Results
Charge   0
Relative energy (zero: lowest compared OMol25 entry of this formula, charge and spin)   89.7 kcal/mol
LUMO (spin up / spin down)   0.170 / 0.169 eV
HOMO (spin up / spin down)   -7.7 / -7.7 eV
Frontier orbital gap (spin up / spin down)   7.8600 / 7.8585 eV
Molecular weight   100.1 g/mol

Positions of all 15 atoms, in Å:
C 1.28066 0.83888 0.12694
C 0.33345 0.27948 0.92278
C -0.48876 -0.75944 0.06631
C -0.55532 -0.74498 -1.43834
C -1.45280 0.40684 0.73506
O 2.58931 0.90674 0.40587
O -2.05907 1.18851 0.00934
H 2.76951 0.56934 1.29451
H 1.04608 1.29999 -0.82133
H 0.60235 -0.09530 1.90493
H -0.42219 -1.74128 0.53634
H -1.83778 0.07302 1.71522
H -0.81200 0.24532 -1.81322
H 0.37691 -1.06026 -1.90863
H -1.37033 -1.40686 -1.73577

[2]
Molecular formula: C4H12N2S
Method: DFT, wB97M-V/def2-TZVPD

Results
Charge   +1
Relative energy (zero: lowest compared OMol25 entry of this formula, charge and spin)   73.4 kcal/mol
LUMO (spin up / spin down)   -3.885 / -9.234 eV
HOMO (spin up / spin down)   -12.9 / -12.5 eV
Spin multiplicity   2
Frontier orbital gap (spin up / spin down)   8.9770 / 3.3109 eV
Expectation value of S²   0.75
Molecular weight   120.2 g/mol

Positions of all 19 atoms, in Å:
C -0.03775 -1.10082 -1.51589
C -0.45498 -0.35986 -0.21904
C -1.58832 0.50394 -0.54978
S -3.09163 -0.28719 -1.29881
N 0.74667 0.40384 0.31946
C 1.41320 -0.07457 1.49776
N 2.32267 0.84425 2.13486
H 0.26698 -0.31237 -2.17495
H 0.74877 -1.92572 -1.28546
H -0.91840 -1.51146 -1.94343
H -0.83735 -1.16237 0.43257
H -1.80169 1.09369 0.34230
H -1.40970 1.29844 -1.30133
H -3.93818 0.72419 -1.14615
H 1.43824 0.49722 -0.51994
H 0.67702 -0.56855 2.20194
H 2.01355 -0.87286 0.98522
H 2.76290 1.30317 1.40355
H 1.68799 1.50703 2.63708

[3]
Molecular formula: C4H9NO2
Method: DFT, wB97M-V/def2-TZVPD

Results
Charge   0
Relative energy (zero: lowest compared OMol25 entry of this formula, charge and spin)   39.8 kcal/mol
LUMO   0.433 eV
HOMO   -7.8 eV
Frontier orbital gap   8.2381 eV
Molecular weight   103.1 g/mol

Positions of all 16 atoms, in Å:
C -1.59066 1.84701 -1.35389
C -1.06993 2.01403 -0.05426
C -0.30395 0.90483 0.25418
N -0.50202 0.01329 -0.76866
C -1.16251 0.61482 -1.80490
H -2.38478 2.36330 -1.86311
H -0.95535 2.90146 0.54374
H 0.21137 0.58978 1.14412
H -0.02494 -0.86542 -0.84935
H -1.10600 0.14023 -2.76450
O 0.84602 -2.54085 2.39309
H 0.91220 -1.80870 3.01747
H 0.07116 -3.02090 2.70394
O 2.12938 -0.73823 -0.32686
H 2.69128 -1.33077 -0.83936
H 2.23872 -1.08388 0.56835

[4]
Molecular formula: C19H24N3O4S
Method: DFT, wB97M-V/def2-TZVPD

Results
Charge   -1
Relative energy (zero: lowest compared OMol25 entry of this formula, charge and spin)   143.0 kcal/mol
LUMO   2.676 eV
HOMO   -3.0 eV
Frontier orbital gap   5.6530 eV
Molecular weight   390.5 g/mol

Positions of all 51 atoms, in Å:
C 1.94335 1.24643 -3.49613
C 0.91101 0.23062 -3.31362
C 0.97228 -1.13976 -3.78872
N -0.33409 0.68095 -2.97843
O -1.27345 -0.15042 -2.93042
O -0.46837 1.90595 -2.71883
H 2.90551 0.76913 -3.71821
H 1.71973 1.93286 -4.32967
H 2.06933 1.85596 -2.59255
H 1.90810 -1.33236 -4.32755
H 0.93874 -1.84751 -2.94671
H 0.11408 -1.38500 -4.43227
C -3.99126 -5.79533 1.77196
C -2.85559 -4.93391 1.30272
C -2.73521 -4.60791 -0.05378
C -1.64819 -3.86632 -0.51236
C -0.66836 -3.46198 0.39923
S 0.85498 -2.75690 -0.18316
N 0.37802 -1.14284 -0.28087
C 1.23196 -0.20818 -0.52979
C 1.09614 1.07842 0.13008
C 2.10725 2.05404 0.00709
C 2.01645 3.25108 0.69312
C 0.86774 3.53505 1.47042
N 0.65728 4.81456 1.99712
C 0.13707 5.87958 1.16499
C 1.14316 5.23639 3.29346
C -0.13886 2.54296 1.61666
C -0.02818 1.33597 0.94455
O 1.84385 -2.91690 0.84816
O 1.09651 -3.28453 -1.50979
C -0.81142 -3.71642 1.76664
C -1.90225 -4.45624 2.20947
H -3.93558 -5.93863 2.85408
H -4.95926 -5.34103 1.53140
H -3.96856 -6.78280 1.29442
H -3.49306 -4.95481 -0.75954
H -1.54698 -3.61020 -1.56443
H 2.17892 -0.39181 -1.06762
H 2.96608 1.84666 -0.63442
H 2.80433 4.00560 0.62966
H -0.28045 5.45511 0.24418
H -0.65295 6.41082 1.71229
H 0.92375 6.60454 0.90426
H 1.43311 4.36347 3.88955
H 2.00783 5.91181 3.19341
H 0.34397 5.78479 3.81077
H -1.00600 2.76100 2.24441
H -0.79543 0.56417 1.00774
H -0.06537 -3.35083 2.46595
H -2.01168 -4.68529 3.27108